(1)
Molecular formula: C24H72BF4N4O10
Method: DFT, ωB97M-V/def2-TZVPD

Last column: Löwdin charge in e.
Positions of all 115 atoms, in Å:
H  9.17  -6.16  -3.69  0.08
H  12.17  -4.83  -4.16  0.07
H  11.88  -6.25  -9.35  0.00
H  14.84  -11.98  -7.63  0.07
H  10.45  -8.57  -4.73  0.12
H  20.22  -11.28  -12.13  0.07
H  16.34  -6.35  -5.67  0.07
H  12.31  -9.55  -14.20  0.06
N  10.77  -6.28  -17.52  0.04
C  18.98  -9.49  -12.33  -0.45
H  17.71  -9.07  -10.82  0.04
H  16.48  -11.32  -7.59  0.07
H  16.02  -12.00  -9.98  0.11
C  16.98  -6.40  -6.55  -0.09
F  13.43  -8.75  -10.49  0.12
H  13.37  -11.08  -16.66  0.12
F  13.89  -7.66  -12.49  0.12
H  10.66  -1.83  -10.34  0.07
H  8.25  -9.77  -9.55  0.07
H  9.33  -7.61  -16.64  0.14
H  12.02  -8.85  -17.23  0.07
H  10.33  -3.51  -10.55  0.07
H  12.52  -9.18  -7.50  0.09
O  16.11  -9.93  -9.99  -0.10
H  10.77  -8.73  -7.73  0.07
H  10.35  -6.38  -18.43  0.06
N  11.67  -5.39  -4.84  0.06
H  10.77  -8.30  -14.83  0.12
C  12.31  -2.92  -11.25  -0.33
H  10.33  -5.60  -2.50  0.07
H  19.79  -8.93  -12.80  0.12
H  18.92  -11.14  -10.92  0.07
H  10.75  -6.32  -8.34  0.02
H  14.45  -4.23  -10.71  -0.01
H  12.11  -11.70  -15.57  0.13
O  11.67  -6.08  -8.42  -0.04
C  10.79  -7.64  -5.23  -0.24
H  11.46  -2.98  -9.27  0.08
H  13.73  -9.02  -13.82  0.05
C  16.50  -7.42  -7.55  -0.35
O  17.56  -9.05  -14.27  -0.19
H  20.33  -10.10  -10.81  0.08
H  17.69  -7.97  -11.98  0.07
H  12.64  -11.56  -12.90  0.08
C  10.95  -8.72  -17.44  -0.07
H  12.85  -1.08  -11.16  0.08
H  18.56  -9.74  -15.93  0.09
H  10.30  -5.48  -17.10  0.06
H  10.81  -8.65  -18.51  0.07
H  11.59  -9.14  -10.66  0.05
H  15.21  -5.40  -10.15  0.00
H  11.97  -2.98  -12.29  0.11
H  9.89  -7.30  -2.59  0.07
H  15.44  -9.42  -10.44  0.05
H  12.30  -13.50  -17.20  0.09
C  11.13  -2.82  -10.29  -0.09
H  15.12  -10.22  -7.64  0.06
H  13.63  -14.67  -16.87  0.08
C  11.57  -8.96  -7.02  -0.12
H  10.41  -5.18  -12.98  0.08
H  14.93  -7.51  -8.69  0.04
H  14.34  -11.24  -12.48  0.06
H  17.99  -8.07  -15.98  0.09
C  10.20  -10.42  -10.15  -0.33
H  11.30  -9.89  -6.48  0.09
O  15.14  -7.17  -7.81  -0.06
H  19.41  -8.42  -15.00  0.08
F  15.18  -7.27  -10.65  0.10
H  14.88  -10.76  -14.80  0.14
C  18.02  -10.04  -13.37  -0.21
C  15.51  -11.14  -9.53  -0.31
H  10.58  -10.68  -9.15  0.10
H  12.73  -3.91  -11.05  0.08
C  13.37  -13.62  -16.98  -0.13
C  10.12  -6.42  -3.19  -0.09
O  15.11  -4.44  -10.05  -0.05
H  8.31  -10.26  -11.22  0.07
H  8.37  -11.51  -10.01  0.07
H  11.95  -5.83  -13.50  0.09
H  9.94  -7.20  -5.79  0.13
C  8.71  -10.49  -10.23  -0.09
C  18.45  -8.82  -15.34  -0.11
C  19.65  -10.58  -11.51  -0.07
H  13.83  -12.70  -13.37  0.07
H  14.47  -11.19  -9.90  0.10
H  10.70  -11.13  -10.83  0.11
C  15.48  -11.18  -8.02  -0.08
C  10.42  -7.48  -16.73  -0.45
C  11.23  -6.63  -4.19  -0.44
C  10.88  -6.05  -13.42  -0.10
C  13.82  -10.89  -14.58  -0.42
H  16.97  -5.40  -6.99  0.07
H  10.73  -6.90  -12.74  0.09
N  13.26  -9.53  -14.56  0.07
H  12.06  -7.18  -15.38  0.13
H  10.48  -9.61  -17.00  0.07
H  10.84  -4.86  -5.11  0.07
H  12.11  -7.03  -3.67  0.14
C  13.20  -11.64  -15.74  -0.23
C  10.99  -7.35  -15.35  -0.24
O  13.76  -12.93  -15.83  -0.19
H  18.46  -10.89  -13.91  0.12
H  16.71  -8.43  -7.17  0.10
H  17.12  -10.39  -12.84  0.12
O  10.30  -6.31  -14.68  -0.18
F  13.00  -6.48  -10.79  0.12
H  18.03  -6.59  -6.30  0.07
O  13.28  -1.93  -11.00  -0.06
C  13.67  -11.62  -13.25  -0.04
N  18.34  -8.53  -11.42  0.06
H  13.92  -13.26  -17.87  0.09
B  13.86  -7.55  -11.10  -1.22
O  11.82  -7.92  -6.11  -0.18
O  10.64  -9.10  -10.50  -0.09
H  17.12  -7.35  -8.46  0.11

Values from the calculation:
Total charge: -1
HOMO energy in eV: -6.5862
LUMO level in eV: 2.48
Total energy in eV: -64044.2003


(2)
Molecular formula: C24H72O12S2
Method: DFT, ωB97M-V/def2-TZVPD

Last column: Löwdin charge in e.
Positions of all 110 atoms, in Å:
C  1.73  -0.87  3.41  -0.06
H  2.23  6.10  1.34  0.13
H  5.09  2.19  -3.72  0.05
H  -6.01  -0.66  -0.35  0.00
C  5.04  3.08  -3.24  -0.31
H  -3.22  2.68  3.37  0.09
O  2.20  -2.41  1.60  -0.13
H  5.35  -1.68  -2.65  0.04
H  2.07  0.05  -0.84  0.17
C  -3.70  0.68  2.98  -0.09
C  3.70  4.36  1.71  -0.06
H  -3.73  -3.35  -3.97  0.04
C  -5.48  -0.53  0.41  -0.03
H  -0.95  0.76  -2.78  0.00
H  -1.81  -3.03  -2.09  0.11
H  -0.98  2.36  2.71  0.08
H  4.56  -0.34  -0.69  0.15
H  3.10  3.06  -2.55  0.05
C  -0.72  -5.96  0.31  -0.04
C  -2.79  1.75  3.29  -0.34
H  -2.48  2.67  -0.28  0.16
H  -1.30  -3.21  3.15  0.06
O  -0.74  1.03  -3.69  -0.11
C  3.42  5.89  1.31  -0.34
H  -6.04  -0.13  1.13  0.03
C  0.31  -5.19  -0.56  -0.41
O  -3.52  -0.18  -0.95  -0.09
H  -0.43  -6.19  1.30  0.05
H  -4.46  -4.53  -3.04  0.14
H  3.00  3.68  1.18  0.06
H  4.07  4.18  -1.59  0.10
H  2.99  -2.77  1.03  0.12
C  -1.62  2.20  -3.95  -0.28
O  -1.01  0.30  -1.05  -0.53
H  -3.52  -2.54  -1.56  0.09
C  -2.91  -3.46  -1.99  -0.10
H  -0.12  3.25  -5.21  0.10
O  5.05  4.31  -3.97  -0.09
H  1.82  1.37  0.16  0.02
H  3.92  2.20  -1.32  0.06
H  -3.00  -0.21  2.72  0.13
H  6.13  3.15  -2.79  0.13
H  2.13  -5.17  -1.00  0.16
C  -4.26  0.27  0.16  -0.37
C  5.55  -2.05  -1.68  -0.14
H  4.79  -1.89  0.40  0.13
H  1.12  -0.34  2.95  -0.04
S  -0.36  0.20  0.36  0.95
O  -1.81  6.03  1.51  -0.57
O  1.40  -5.83  -0.70  -0.03
H  1.86  -0.13  1.04  -0.03
H  1.08  -1.67  3.81  0.10
C  -3.08  -3.87  4.01  -0.35
H  -3.75  0.18  1.02  0.00
H  -3.37  4.24  0.36  -0.07
H  -0.87  -6.92  -0.06  0.05
C  -2.22  -3.67  2.74  -0.10
H  3.68  6.06  0.28  0.08
H  -4.33  0.98  2.01  0.10
C  -1.23  2.79  -5.35  -0.10
H  3.66  4.46  2.85  0.09
O  -2.33  -4.45  5.02  0.06
H  -0.90  1.90  -6.15  0.12
H  -2.84  4.38  -0.94  0.05
H  -2.68  1.96  -4.07  0.10
C  1.40  0.37  0.29  -0.25
H  -2.86  -3.05  1.82  0.15
H  -1.33  -1.81  0.33  0.04
H  4.34  7.57  1.73  0.11
H  -1.97  -3.79  5.31  -0.06
H  -1.49  2.84  -3.14  0.06
H  0.48  -1.89  0.17  0.02
H  0.56  -4.36  0.13  0.11
H  5.79  -3.15  -1.56  0.10
H  2.10  -0.45  4.30  0.08
H  -4.54  0.30  3.40  0.05
H  -1.80  -4.67  2.46  0.05
O  4.19  6.68  2.13  -0.07
H  -0.17  5.53  -0.69  0.08
H  -0.24  -1.82  1.62  0.02
H  -1.86  3.43  -5.89  0.02
O  -1.62  1.62  2.50  -0.19
C  2.79  -1.65  2.68  -0.29
H  -2.74  -5.16  -4.66  0.14
C  0.02  4.71  0.03  -0.21
H  -0.05  -4.85  -1.39  0.05
O  -2.27  -4.86  -3.76  -0.13
C  -0.36  -1.53  0.63  -0.22
H  3.06  -2.31  3.44  0.09
H  5.59  4.33  -4.78  0.09
C  4.52  -1.59  -0.70  -0.36
H  6.59  -1.46  -1.54  0.12
H  3.22  -2.03  -2.23  0.20
H  -4.51  1.17  0.14  0.04
H  -1.67  -5.50  0.46  0.04
H  -3.42  -2.76  4.14  0.13
H  -2.53  0.05  -0.98  0.01
H  0.76  5.02  0.60  -0.07
H  -2.84  -4.01  -1.12  0.00
H  4.67  4.06  1.60  0.02
C  -2.61  3.92  -0.03  -0.26
C  -3.43  -4.04  -3.32  -0.29
O  3.29  -2.25  -1.14  -0.19
H  3.61  -0.94  2.34  0.13
C  4.06  3.07  -2.01  -0.08
H  -2.39  1.58  4.37  0.14
H  0.02  3.61  -0.35  0.09
H  -5.32  -1.62  0.95  0.15
S  -1.44  4.54  1.12  0.87
H  -4.02  -4.32  3.74  0.10

Values from the calculation:
HOMO energy in eV: -9.0335
LUMO level in eV: 0.05
Total energy in eV: -72273.9827